(P)
The molecule C3H8N2S. Source: the Open Molecules 2025 dataset; level of theory: ωB97M-V/def2-TZVPD.

CARTESIAN COORDINATES (ANGSTROEM)
C (-0.13, 0.15, 0.73)
N (0.24, -1.07, 0.73)
H (-1.53, 1.37, -0.18)
H (1.67, 1.45, -0.76)
C (-0.63, 0.02, -1.68)
C (-0.53, 0.92, -0.45)
S (0.70, 2.42, -0.60)
H (-1.18, 0.42, -2.64)
H (-1.04, -0.97, -1.37)
H (-0.21, 0.67, 1.68)
H (0.49, -1.07, 2.70)
N (0.80, -1.56, 1.78)
H (0.93, -2.60, 2.03)
H (0.40, -0.14, -1.97)

Properties
* HOMO level: -8.49 eV
* charge: 0
* frontier orbital gap: 9.49 eV


(Q)
The molecule C3H8N2S. Source: the Open Molecules 2025 dataset; level of theory: ωB97M-V/def2-TZVPD.

CARTESIAN COORDINATES (ANGSTROEM)
H (2.16, -0.60, -2.86)
H (-1.73, 0.91, 2.89)
H (2.95, -0.81, -1.29)
N (1.04, 0.17, -1.30)
H (2.76, 0.91, -2.02)
H (-2.48, -0.62, 2.10)
C (2.33, -0.10, -1.89)
N (0.38, -0.95, -0.91)
C (-1.57, 0.01, 2.28)
H (-1.16, -1.62, 0.27)
S (-0.88, 0.76, 0.75)
C (-0.55, -0.79, -0.04)
H (1.07, 0.91, -0.60)
H (-0.74, -0.49, 2.81)

Properties
* HOMO level: -8.19 eV
* charge: 0
* frontier orbital gap: 9.02 eV


Energetically preferred structure: (Q) | next structure: +0.554 eV


(P)
A structure of composition C2H7O3PS. Source: the Open Molecules 2025 dataset; level of theory: ωB97M-V/def2-TZVPD.

CARTESIAN COORDINATES (ANGSTROEM)
H (1.81, -0.15, -2.37)
O (1.72, -1.20, 2.66)
S (1.12, -0.20, 1.81)
O (0.83, 1.32, -0.13)
P (0.16, 0.11, -0.72)
H (-0.53, -0.18, 3.67)
H (-1.17, 0.19, -0.96)
H (0.04, 1.49, 3.14)
H (0.47, 0.25, -3.08)
C (0.85, -0.43, -2.35)
H (-1.14, 0.65, 2.02)
O (0.31, -0.97, 0.46)
C (-0.34, 0.48, 2.77)
H (0.72, -1.51, -2.46)

Properties
* HOMO level: -8.93 eV
* charge: 0
* frontier orbital gap: 9.78 eV


(Q)
A structure of composition C2H7O3PS. Source: the Open Molecules 2025 dataset; level of theory: ωB97M-V/def2-TZVPD.

CARTESIAN COORDINATES (ANGSTROEM)
S (-0.08, -0.61, -1.10)
O (-0.39, 0.87, -0.36)
H (0.03, -1.20, 1.85)
C (-0.06, -0.12, 2.14)
H (-1.82, 1.67, 1.57)
H (1.08, -0.72, -3.29)
H (-0.27, -0.02, 3.15)
O (-2.46, -0.34, 0.85)
O (0.84, -1.37, -0.29)
H (0.94, 0.21, 1.94)
H (1.98, 0.32, -2.04)
H (0.47, 0.76, -2.97)
C (1.05, 0.03, -2.44)
P (-1.32, 0.53, 1.00)

Properties
* HOMO level: -9.85 eV
* charge: 0
* frontier orbital gap: 10.56 eV


Energetically preferred structure: (Q) | next structure: +0.394 eV


(P)
A cluster of 2 separate species, CHClF2OS2 in total. Source: the Open Molecules 2025 dataset; level of theory: ωB97M-V/def2-TZVPD.

CARTESIAN COORDINATES (ANGSTROEM)
H (-2.74, 1.73, -0.11)
Cl (-2.10, -0.62, 0.56)
C (-1.89, 1.21, 0.41)
O (3.73, -0.73, -0.32)
S (2.58, -1.47, -0.80)
F (-1.66, 1.73, 1.61)
S (2.87, -3.34, -0.94)
F (-0.79, 1.47, -0.41)

Properties
* HOMO level: -10.25 eV
* charge: 0
* frontier orbital gap: 8.42 eV


(Q)
The molecule CHClF2OS2. Source: the Open Molecules 2025 dataset; level of theory: ωB97M-V/def2-TZVPD.

CARTESIAN COORDINATES (ANGSTROEM)
H (-2.10, -1.37, 0.57)
F (-0.08, 1.46, 0.59)
S (1.50, 0.66, -1.42)
Cl (2.93, -0.12, -0.17)
C (-0.37, 0.22, 0.25)
O (0.10, -0.04, -1.00)
F (0.19, -0.64, 1.18)
S (-2.18, -0.17, 0.01)

Properties
* HOMO level: -9.50 eV
* charge: 0
* frontier orbital gap: 9.39 eV


Energetically preferred structure: (P) | next structure: +0.078 eV


(P)
The molecule C5H6. Source: the Open Molecules 2025 dataset; level of theory: ωB97M-V/def2-TZVPD.

CARTESIAN COORDINATES (ANGSTROEM)
H (-0.66, -1.69, -0.44)
C (0.05, 0.39, -0.71)
H (-1.92, -0.48, -0.89)
H (-1.32, 0.93, 1.08)
H (-0.27, 1.33, -1.15)
H (2.74, 0.29, 0.78)
H (-0.29, -0.46, 1.68)
C (-0.96, -0.64, -0.41)
C (-0.68, 0.09, 0.83)
C (1.41, 0.15, -0.95)
C (1.89, 0.07, 0.19)

Properties
* HOMO level: -8.15 eV
* charge: 0
* frontier orbital gap: 8.40 eV


(Q)
A cluster of 2 separate species, C5H6 in total. Source: the Open Molecules 2025 dataset; level of theory: ωB97M-V/def2-TZVPD.

CARTESIAN COORDINATES (ANGSTROEM)
H (1.23, 0.77, -2.56)
H (-1.20, 1.39, 1.89)
H (0.47, 1.26, 1.82)
C (0.97, -0.29, -2.39)
C (-0.35, -1.84, 2.23)
H (1.22, -0.83, -1.52)
H (-0.16, -0.34, -2.54)
C (-0.52, -0.70, 1.68)
C (-0.38, 0.83, 1.57)
H (-0.64, -0.21, -0.61)
C (-0.64, -0.02, 0.45)

Properties
* HOMO level (alpha / beta): -8.39 / -9.83 eV
* charge: 0
* frontier orbital gap (alpha / beta): 7.77 / 9.15 eV


Energetically preferred structure: (P) | next structure: +3.749 eV